Version one
C3H6N2O2 | ωB97M-V/def2-TZVPD

Each line ends with the natural charge from an NBO analysis.
CARTESIAN COORDINATES (ANGSTROEM)
H1 -2.693 0.380 -1.264  0.36
C1 0.663 0.567 1.049  -0.13
O1 -0.698 0.868 1.147  -0.52
H2 2.512 0.229 -0.688  0.39
H3 2.103 -1.356 -1.231  0.41
N1 -2.328 0.717 -0.382  -0.71
H4 1.068 0.203 1.995  0.20
N2 1.811 -0.489 -0.801  -0.82
H5 1.228 1.444 0.700  0.17
O2 0.220 -1.740 0.136  -0.70
C2 0.637 -0.446 -0.079  0.47
H6 -0.741 -1.660 0.137  0.50
C3 -1.131 0.439 -0.091  0.38

2S+1: 1
Frontier orbital gap in eV: 9.263
HOMO in eV: -8.48

=====

Version two
C3H6N2O2 | ωB97M-V/def2-TZVPD

Each line ends with the natural charge from an NBO analysis.
CARTESIAN COORDINATES (ANGSTROEM)
C1 0.520 0.268 -0.105  0.60
O1 1.314 1.445 0.008  -0.72
H1 -2.782 -0.544 0.272  0.21
H2 0.863 -1.247 -2.095  0.29
H3 1.583 1.553 0.947  0.48
O2 1.391 -0.760 0.358  -0.73
N1 -1.326 -0.497 -1.332  -0.23
H4 -0.937 1.391 1.028  0.24
C2 -0.667 0.302 0.873  -0.52
N2 -0.067 -0.028 -1.471  -0.36
H5 -0.498 -0.224 1.730  0.24
H6 2.217 -0.595 0.061  0.47
C3 -1.729 -0.314 -0.082  0.04

2S+1: 1
Frontier orbital gap (alpha / beta) in eV: 8.459 / 8.456
HOMO (alpha / beta) in eV: -8.90 / -8.90

=====

Version three
C3H6N2O2 | ωB97M-V/def2-TZVPD

Each line ends with the natural charge from an NBO analysis.
CARTESIAN COORDINATES (ANGSTROEM)
O1 1.334 -0.552 0.123  -0.54
H1 2.408 1.361 0.462  0.18
N1 3.570 -0.210 -0.117  -0.65
C1 -1.146 -0.755 0.075  -0.11
O2 -0.109 1.327 -0.125  -0.72
H2 -0.174 1.606 -1.085  0.48
H3 -2.382 0.793 -0.148  0.37
C2 0.017 -0.009 -0.046  0.45
H4 3.420 -1.036 -0.604  0.35
H5 -3.006 -0.651 -0.494  0.37
H6 -1.284 -1.777 -0.174  0.20
C3 2.495 0.326 0.179  0.40
N2 -2.347 -0.166 0.049  -0.79

2S+1: 1
Frontier orbital gap in eV: 8.006
HOMO in eV: -7.54
SMILES: [H]/N=C\O/C(O)=C/N

=====

Version four
C3H6N2O2 | ωB97M-V/def2-TZVPD

Each line ends with the natural charge from an NBO analysis.
CARTESIAN COORDINATES (ANGSTROEM)
N1 1.255 0.350 -0.461  -0.61
H1 -0.183 -1.187 -0.259  0.22
H2 1.806 -1.597 0.090  0.09
O1 -0.401 1.353 1.423  -0.59
C1 -1.001 0.654 0.580  0.64
C2 2.255 -0.606 -0.211  0.54
N2 -2.300 0.304 0.634  -0.84
O2 3.486 -0.545 -0.255  -0.57
H3 -0.692 0.031 -1.401  0.19
H4 -2.641 0.548 1.569  0.42
C3 -0.134 -0.132 -0.405  -0.31
H5 -2.871 -0.177 -0.064  0.41
H6 1.421 1.004 -1.238  0.41

2S+1: 1
Frontier orbital gap in eV: 10.431
HOMO in eV: -9.95
SMILES: NC(=O)CNC=O

=====

Relative energy table, unit eV: version one 2.324; version two 4.477; version three 2.209; version four 0.000